(1)
C19H44NO2P2PrS as an isolated structure in a non-equilibrium geometry, computed with ωB97M-V with the def2-TZVPD basis set.

Structure (ORCA input):
```
! wB97M-V def2-TZVPD RIJCOSX def2/J DEFGRID3
* xyz 2 3
Pr -0.73 -0.90 0.17
P -1.87 1.57 -0.90
P 1.93 -2.23 -0.09
N -0.20 -0.68 -2.15
C -1.67 1.35 -2.74
H -2.67 1.25 -3.20
H -1.24 2.29 -3.12
C -0.81 0.16 -3.21
H -1.39 -0.44 -3.95
H 0.04 0.59 -3.80
C 1.10 -1.15 -2.63
H 1.81 -0.30 -2.48
H 1.11 -1.37 -3.72
C 1.69 -2.38 -1.94
H 2.70 -2.57 -2.33
H 1.07 -3.27 -2.16
C 1.95 -4.04 0.29
C 0.51 -4.56 0.35
H -0.06 -4.37 -0.57
H -0.05 -4.11 1.19
H 0.50 -5.65 0.50
C 3.65 -1.59 -0.01
C 3.98 -1.08 1.41
H 4.71 -0.26 1.34
H 4.41 -1.88 2.03
H 3.09 -0.68 1.92
C -1.33 3.32 -0.49
C -1.85 3.79 0.87
H -1.39 4.76 1.12
H -1.59 3.10 1.68
H -2.94 3.94 0.86
C -3.75 1.46 -0.78
C -4.20 1.20 0.66
H -5.30 1.19 0.69
H -3.84 1.97 1.36
H -3.87 0.23 1.05
C -2.85 -1.63 -1.26
O -3.63 -2.00 -2.03
C 4.71 -2.54 -0.59
H 4.29 -3.44 -1.06
H 5.29 -2.01 -1.36
H 5.42 -2.85 0.19
C -1.58 4.34 -1.61
H -1.48 5.36 -1.20
H -0.85 4.24 -2.42
H -2.59 4.25 -2.03
C -4.45 2.67 -1.40
H -5.53 2.49 -1.39
H -4.26 3.59 -0.84
H -4.16 2.81 -2.45
C 2.73 -4.33 1.58
H 2.40 -3.68 2.40
H 2.57 -5.37 1.88
H 3.80 -4.19 1.45
H 2.47 -4.51 -0.55
H -4.01 0.57 -1.38
H 3.59 -0.70 -0.67
H -0.23 3.19 -0.40
H 2.80 3.22 -1.25
H 2.41 2.64 -1.51
C -0.90 0.10 4.75
S -0.72 1.19 3.34
C 0.87 1.89 3.79
O -0.33 0.27 2.15
H -1.36 0.65 5.58
H 0.11 -0.22 5.03
H -1.52 -0.76 4.47
H 0.66 2.82 4.33
H 1.45 1.22 4.42
H 1.39 2.09 2.84
*
```

Results
E: -69468.852 eV
Relative energy (zero: lowest compared OMol25 entry of this formula, charge and spin): 0.0 kcal/mol
Gap between HOMO and LUMO (spin up / spin down): 6.8 / 7.0 eV
Expectation value of S²: 2.01

So, what does the Löwdin scheme give us? The charges, in e, come out as:
1 Pr 0.99
2 P 1.00
3 P 0.97
4 N -0.30
5 C -0.28
6 H 0.09
7 H 0.08
8 C -0.30
9 H 0.13
10 H 0.12
11 C -0.33
12 H 0.11
13 H 0.13
14 C -0.31
15 H 0.09
16 H 0.10
17 C -0.55
18 C -0.11
19 H 0.07
20 H 0.07
21 H 0.10
22 C -0.54
23 C -0.11
24 H 0.09
25 H 0.08
26 H 0.05
27 C -0.52
28 C -0.11
29 H 0.10
30 H 0.02
31 H 0.07
32 C -0.54
33 C -0.10
34 H 0.10
35 H 0.07
36 H 0.06
37 C 0.00
38 O 0.16
39 C -0.09
40 H 0.07
41 H 0.09
42 H 0.09
43 C -0.10
44 H 0.10
45 H 0.08
46 H 0.06
47 C -0.10
48 H 0.10
49 H 0.08
50 H 0.08
51 C -0.10
52 H 0.08
53 H 0.09
54 H 0.07
55 H 0.11
56 H 0.08
57 H 0.10
58 H 0.09
59 H 0.03
60 H 0.00
61 C -0.21
62 S 0.96
63 C -0.21
64 O -0.75
65 H 0.09
66 H 0.06
67 H 0.07
68 H 0.08
69 H 0.07
70 H 0.07



(2)
C19H45CrF3N3O13P2 as an isolated structure in a non-equilibrium geometry, computed with ωB97M-V with the def2-TZVPD basis set.

Structure (ORCA input):
```
! wB97M-V def2-TZVPD RIJCOSX def2/J DEFGRID3
* xyz 1 5
Cr -0.29 0.32 -0.08
C 2.89 0.58 -1.12
O 3.56 1.20 -0.01
O 1.59 0.66 -0.92
C 3.33 1.21 -2.45
F 2.69 0.68 -3.50
F 3.16 2.54 -2.50
F 4.66 1.00 -2.64
C 4.91 0.92 0.21
C 5.35 1.47 1.57
H 4.83 0.87 2.33
H 6.40 1.28 1.72
H 4.94 2.47 1.69
H 5.60 1.37 -0.51
H 5.14 -0.16 0.18
H 3.27 -0.47 -1.11
C 2.61 -1.15 2.44
C 1.35 -0.33 2.66
O 0.45 -0.39 1.83
N 1.22 0.29 3.83
C -0.10 0.72 4.31
H 3.29 -1.11 3.29
H 3.12 -0.66 1.60
H 2.33 -2.16 2.21
H 1.93 0.18 4.53
H 0.10 1.24 5.24
H -0.69 -0.17 4.53
H -0.64 1.35 3.60
C -3.63 0.35 -2.90
C -2.18 0.77 -2.92
O -1.51 0.74 -1.90
N -1.64 1.00 -4.14
C -0.32 1.62 -4.26
H -4.06 0.61 -1.94
H -3.60 -0.75 -2.85
H -4.21 0.64 -3.77
H -2.29 1.10 -4.89
H -0.31 2.26 -5.14
H 0.39 0.82 -4.47
H 0.04 2.10 -3.36
C -1.74 3.95 1.70
C -0.71 3.48 0.71
O -0.46 2.27 0.65
N -0.12 4.37 -0.10
C 1.10 4.05 -0.83
H -2.72 3.64 1.31
H -1.74 5.02 1.85
H -1.64 3.39 2.62
H -0.58 5.26 -0.13
H 1.99 4.26 -0.24
H 1.17 4.70 -1.70
H 1.04 3.02 -1.18
C 0.82 -2.18 -3.80
O 1.45 -2.49 -2.56
P 0.62 -2.72 -1.24
O -0.31 -1.61 -0.97
O -0.07 -4.13 -1.34
C -1.36 -4.25 -1.98
O 1.74 -2.91 -0.17
C 3.07 -3.35 -0.40
H 0.77 -3.06 -4.43
H 1.43 -1.40 -4.26
H -0.18 -1.76 -3.69
H -1.43 -5.28 -2.32
H -1.49 -3.58 -2.83
H -2.10 -4.13 -1.19
H 3.23 -4.31 0.10
H 3.82 -2.72 0.08
H 3.27 -3.48 -1.46
C -2.63 -2.88 3.37
O -2.36 -2.18 2.15
P -3.01 -0.79 1.79
O -2.24 -0.05 0.79
O -4.50 -1.14 1.41
C -4.78 -1.80 0.14
O -3.17 -0.09 3.19
C -4.04 1.00 3.43
H -2.77 -3.92 3.08
H -3.58 -2.60 3.85
H -1.83 -2.73 4.09
H -5.01 -2.83 0.40
H -3.96 -1.68 -0.57
H -5.69 -1.32 -0.22
H -4.61 0.80 4.33
H -4.77 1.18 2.63
H -3.55 1.97 3.54
*
```

Results
E: -106675.741 eV
Gap between HOMO and LUMO (spin up / spin down): 7.3 / 8.9 eV
Expectation value of S²: 6.00

So, what does the Löwdin scheme give us? The charges, in e, come out as:
1 Cr 0.78
2 C -0.45
3 O -0.08
4 O -0.19
5 C -0.54
6 F 0.14
7 F 0.15
8 F 0.13
9 C -0.31
10 C -0.06
11 H 0.05
12 H 0.08
13 H 0.08
14 H 0.11
15 H 0.12
16 H 0.15
17 C 0.04
18 C -0.48
19 O -0.02
20 N 0.04
21 C -0.03
22 H 0.08
23 H 0.07
24 H 0.08
25 H 0.14
26 H 0.09
27 H 0.08
28 H 0.07
29 C 0.02
30 C -0.51
31 O -0.01
32 N 0.03
33 C -0.03
34 H 0.09
35 H 0.09
36 H 0.08
37 H 0.13
38 H 0.09
39 H 0.06
40 H 0.08
41 C 0.03
42 C -0.48
43 O -0.04
44 N 0.04
45 C -0.03
46 H 0.10
47 H 0.09
48 H 0.07
49 H 0.14
50 H 0.10
51 H 0.09
52 H 0.06
53 C -0.07
54 O -0.20
55 P 0.39
56 O -0.25
57 O -0.18
58 C -0.06
59 O -0.18
60 C -0.07
61 H 0.10
62 H 0.08
63 H 0.08
64 H 0.10
65 H 0.08
66 H 0.09
67 H 0.10
68 H 0.08
69 H 0.09
70 C -0.07
71 O -0.19
72 P 0.38
73 O -0.23
74 O -0.20
75 C -0.03
76 O -0.20
77 C -0.08
78 H 0.10
79 H 0.09
80 H 0.09
81 H 0.10
82 H 0.07
83 H 0.10
84 H 0.10
85 H 0.09
86 H 0.08



(3)
C19H45N9O3Tc as an isolated structure in a non-equilibrium geometry, computed with ωB97M-V with the def2-TZVPD basis set.

Structure (ORCA input):
```
! wB97M-V def2-TZVPD RIJCOSX def2/J DEFGRID3
* xyz 4 2
Tc -0.09 -0.05 -0.34
C 2.69 -1.57 -1.91
C 1.37 -1.57 -2.70
N 0.11 -1.50 -1.89
C -1.08 -1.45 -2.80
C -2.33 -1.11 -2.01
N -2.08 0.07 -1.10
C -2.51 1.41 -1.63
C -1.82 1.86 -2.90
C -0.29 1.88 -2.92
N 0.41 1.68 -1.59
C 1.89 1.70 -1.85
C 2.63 1.29 -0.61
N 2.02 0.05 -0.03
C 2.67 -1.25 -0.42
H 3.39 -0.91 -2.43
H 3.14 -2.56 -1.97
H 1.31 -2.47 -3.32
H 1.33 -0.73 -3.39
H 0.04 -2.37 -1.36
H -1.20 -2.41 -3.31
H -0.88 -0.70 -3.56
H -2.61 -1.95 -1.36
H -3.17 -0.91 -2.67
H -2.68 -0.08 -0.29
H -2.35 2.12 -0.82
H -3.59 1.38 -1.81
H -2.20 2.87 -3.10
H -2.17 1.26 -3.75
H 0.07 2.83 -3.33
H 0.11 1.10 -3.57
H 0.21 2.51 -1.03
H 2.20 2.69 -2.18
H 2.08 1.02 -2.68
H 2.56 2.05 0.16
H 3.69 1.12 -0.81
H 2.16 0.16 0.99
H 2.17 -2.03 0.15
H 3.71 -1.21 -0.07
N -0.42 1.01 1.58
C -0.64 0.04 2.70
C -2.05 0.12 3.32
C -2.21 1.15 4.45
C -1.73 0.69 5.83
N -2.50 -0.41 6.41
C -3.31 -0.32 7.48
N -3.78 0.86 7.89
N -3.66 -1.42 8.13
C -0.38 -1.37 2.21
O -0.22 -2.32 2.89
O -0.35 -1.47 0.81
H 0.40 1.59 1.81
H -1.23 1.64 1.54
H 0.12 0.24 3.47
H -2.33 -0.87 3.68
H -2.76 0.34 2.52
H -3.26 1.43 4.52
H -1.67 2.07 4.20
H -1.77 1.54 6.51
H -0.68 0.39 5.82
H -2.23 -1.34 6.16
H -3.69 1.69 7.35
H -4.32 0.93 8.74
H -3.21 -2.31 7.95
H -4.37 -1.41 8.85
C 3.42 4.42 2.45
N 3.50 3.32 3.40
C 4.38 3.54 4.56
C 2.84 2.20 3.25
O 2.09 1.91 2.28
H 3.07 5.32 2.96
H 2.73 4.17 1.65
H 4.41 4.63 2.04
H 5.40 3.73 4.21
H 4.38 2.66 5.20
H 4.04 4.40 5.12
H 3.01 1.48 4.06
*
```

Results
E: -42150.703 eV
Gap between HOMO and LUMO (spin up / spin down): 5.2 / 5.7 eV
Expectation value of S²: 0.76

So, what does the Löwdin scheme give us? The charges, in e, come out as:
1 Tc 1.67
2 C -0.12
3 C -0.14
4 N -0.15
5 C -0.14
6 C -0.12
7 N -0.16
8 C -0.16
9 C -0.13
10 C -0.14
11 N -0.14
12 C -0.14
13 C -0.13
14 N -0.15
15 C -0.15
16 H 0.13
17 H 0.14
18 H 0.15
19 H 0.10
20 H 0.14
21 H 0.16
22 H 0.11
23 H 0.14
24 H 0.15
25 H 0.13
26 H 0.12
27 H 0.15
28 H 0.14
29 H 0.13
30 H 0.15
31 H 0.10
32 H 0.14
33 H 0.16
34 H 0.11
35 H 0.10
36 H 0.16
37 H 0.11
38 H 0.12
39 H 0.15
40 N 0.01
41 C -0.24
42 C -0.12
43 C -0.15
44 C -0.15
45 N 0.09
46 C -0.41
47 N 0.24
48 N 0.23
49 C -0.45
50 O 0.24
51 O -0.20
52 H 0.06
53 H 0.11
54 H 0.16
55 H 0.13
56 H 0.12
57 H 0.13
58 H 0.13
59 H 0.13
60 H 0.13
61 H 0.16
62 H 0.13
63 H 0.15
64 H 0.14
65 H 0.15
66 C 0.00
67 N -0.16
68 C 0.01
69 C -0.26
70 O -0.13
71 H 0.11
72 H 0.07
73 H 0.11
74 H 0.11
75 H 0.10
76 H 0.11
77 H 0.15